DFT (ωB97M-V/def2-TZVPD) results for a structure of composition C28H64BrNNbO5.

Each line ends with the Mulliken charge.
CARTESIAN COORDINATES (ANGSTROEM)
C: 6.81738 -1.31684 -2.52217  -1.07
C: 6.08985 -0.88630 -3.91229  0.28
Br: 7.40306 -0.04616 -5.15349  -0.29
C: 5.29251 -2.15164 -4.56432  -1.01
Nb: 3.08254 -1.95162 -3.98642  -0.88
C: 0.95835 -1.46115 -3.24288  0.30
C: 0.62770 -1.82659 -1.76195  -0.25
C: -0.83592 -1.39457 -1.37872  -0.29
C: -1.64687 -0.71706 -2.49016  -0.27
N: -1.32407 -0.43727 -3.83737  -0.55
C: -0.01483 -0.80502 -4.23715  0.01
H: 5.99538 -1.62079 -1.77890  0.19
H: 7.44205 -0.44624 -2.11733  0.33
H: 7.51712 -2.18079 -2.79316  0.33
H: 5.34944 -0.05913 -3.60159  0.27
H: 5.79995 -3.08612 -4.13559  0.31
H: 5.43637 -2.07227 -5.70102  0.34
H: 2.52141 -2.16743 -5.69869  0.08
H: 3.26629 -0.14844 -4.31545  0.07
H: 3.63015 -1.79589 -2.26140  -0.04
H: 2.86976 -3.73610 -3.73124  -0.05
H: 1.34987 -2.31645 -1.04095  0.33
H: -1.26048 -1.57739 -0.33067  0.29
H: -2.70045 -0.38025 -2.16758  0.36
H: 0.36614 -0.60638 -5.29644  0.22
C: -4.11769 0.86308 3.10488  -0.69
C: -2.99558 0.16021 2.36145  -0.46
O: -3.09350 0.26934 0.94705  -0.37
C: -3.06239 1.58605 0.41334  -0.32
C: -1.78721 2.34344 0.73592  -1.12
H: -5.08943 0.47497 2.78673  0.27
H: -4.01435 0.71066 4.18264  0.08
H: -4.11946 1.93874 2.91827  0.31
H: -3.03424 -0.90782 2.59186  0.32
H: -2.01505 0.51275 2.70042  0.33
H: -3.94759 2.14533 0.73347  0.35
H: -3.14268 1.48096 -0.67274  0.33
H: -1.66041 2.48892 1.81136  0.28
H: -1.80011 3.32961 0.26481  0.40
H: -0.91363 1.79330 0.37534  0.29
C: 9.07007 5.79554 -6.40124  -1.00
C: 7.59626 6.14418 -6.28849  -0.33
O: 6.73679 5.17311 -6.86822  -0.43
C: 6.80716 3.86216 -6.31700  -0.28
C: 6.46080 3.80255 -4.84089  -0.66
H: 9.35081 5.65473 -7.44863  0.28
H: 9.68361 6.59522 -5.97739  0.38
H: 9.31220 4.87220 -5.87184  0.26
H: 7.41222 7.07889 -6.82507  0.33
H: 7.31170 6.32664 -5.24614  0.29
H: 7.79053 3.42256 -6.51080  0.28
H: 6.08586 3.25482 -6.87162  0.28
H: 7.15925 4.38430 -4.23418  0.25
H: 6.48919 2.76984 -4.48468  0.07
H: 5.46017 4.20755 -4.66510  0.28
C: 0.76273 -1.34905 -8.69589  -1.15
C: 1.76644 -0.24288 -8.42310  -0.35
O: 3.10040 -0.70920 -8.28140  -0.33
C: 3.65482 -1.38169 -9.40041  -0.37
C: 3.71442 -0.52911 -10.65586  -1.03
H: 0.79414 -2.09789 -7.89975  0.24
H: -0.24921 -0.93874 -8.75319  0.39
H: 0.96853 -1.86402 -9.63684  0.37
H: 1.50814 0.24344 -7.47890  0.30
H: 1.71751 0.53545 -9.19376  0.34
H: 3.11860 -2.31861 -9.58302  0.32
H: 4.67412 -1.66228 -9.11766  0.32
H: 2.71939 -0.22868 -10.99214  0.26
H: 4.18934 -1.08250 -11.47061  0.39
H: 4.28650 0.38460 -10.47155  0.28
C: -4.14115 0.61210 9.02317  -0.70
C: -5.01249 1.19764 7.92586  -0.37
O: -4.88557 0.52525 6.67957  -0.39
C: -5.23083 -0.85322 6.67166  -0.24
C: -6.66936 -1.12244 7.07242  -0.86
H: -3.08997 0.62016 8.72216  0.31
H: -4.24756 1.19269 9.94364  0.38
H: -4.40852 -0.42268 9.24758  -0.04
H: -4.71061 2.23336 7.74966  0.35
H: -6.06422 1.23147 8.23174  0.28
H: -4.53340 -1.42169 7.29491  0.23
H: -5.08019 -1.20357 5.64568  0.37
H: -6.87283 -0.80240 8.09624  0.05
H: -6.88985 -2.19102 7.00667  0.38
H: -7.35808 -0.58085 6.41745  0.32
C: -5.49243 -2.19373 12.63841  -1.13
C: -6.36726 -1.61066 11.54287  -0.37
O: -6.24213 -2.28387 10.29626  -0.37
C: -6.58523 -3.66283 10.28819  -0.38
C: -8.02349 -3.93480 10.69090  -1.09
H: -4.44207 -2.18414 12.33489  0.30
H: -5.59760 -1.61289 13.55838  0.39
H: -5.75708 -3.22845 12.86442  0.28
H: -6.06727 -0.57452 11.36537  0.33
H: -7.41826 -1.57818 11.85093  0.37
H: -5.88573 -4.23059 10.90966  0.31
H: -6.43587 -4.01196 9.26184  0.35
H: -8.22718 -3.61589 11.71556  0.27
H: -8.24236 -5.00351 10.62421  0.40
H: -8.71324 -3.39352 10.03729  0.29

HOMO energy ... -4.98 eV
2S+1 ... 1
Total charge ... -1

DFT (ωB97M-V/def2-TZVPD) results for a structure of composition C28H64Cd2O12S8.

Each line ends with the Mulliken charge.
CARTESIAN COORDINATES (ANGSTROEM)
Cd: -0.94531 3.37484 -0.76879  2.39
Cd: -0.81631 -3.57185 3.08870  0.95
C: -0.04052 -0.54920 0.11031  -0.62
C: -0.42592 0.78983 0.02982  0.38
C: -1.59381 1.30996 0.94075  0.95
O: -2.12939 2.39122 0.61747  -1.13
C: -2.08913 0.43344 1.91918  -1.53
C: -1.51193 -0.81753 2.12009  0.97
C: -0.45738 -1.35044 1.16404  0.52
O: 0.14640 -2.45415 1.32774  -0.97
O: -1.98320 -1.60345 2.99666  -0.74
O: 0.10499 1.63021 -0.72602  -0.95
H: 0.72547 -0.88884 -0.57035  1.10
H: -2.98552 0.63272 2.49017  0.49
C: 5.14471 1.64661 0.73702  -0.54
S: 4.60392 0.42708 1.95325  0.33
O: 3.88570 1.23577 3.00564  -0.56
C: 3.21823 -0.22065 0.95227  0.27
H: 4.42765 2.45236 0.58303  -0.10
H: 5.41265 1.16253 -0.20002  0.24
H: 6.01489 2.10662 1.20952  0.46
H: 2.49603 -0.58661 1.67963  -0.55
H: 3.55020 -1.10115 0.39992  0.50
H: 2.82368 0.55115 0.30018  -0.12
C: 1.09545 0.29593 4.44216  -0.45
S: 1.15384 -1.37623 5.10418  0.31
O: 0.42687 -2.38827 4.23539  -0.32
C: 2.89150 -1.75910 5.09340  -0.86
H: 1.80156 0.89904 5.01490  0.55
H: 0.09089 0.66814 4.62028  0.32
H: 1.46160 0.29638 3.41661  -0.16
H: 3.13007 -2.75348 5.46654  0.40
H: 3.42635 -1.03576 5.70912  0.42
H: 3.32440 -1.72005 4.08967  0.12
C: 0.99349 4.22275 -4.42438  -0.79
S: 1.63301 4.64636 -2.79174  0.27
O: 0.46450 4.36283 -1.89021  -0.65
C: 2.74336 3.26012 -2.58069  -0.27
H: 1.70797 4.25677 -5.24213  0.44
H: 0.13466 4.86753 -4.60183  0.38
H: 0.59851 3.20991 -4.30842  0.06
H: 3.66302 3.38140 -3.16189  0.62
H: 2.26693 2.29248 -2.72601  -0.20
H: 3.19614 3.30227 -1.58437  0.00
C: 1.10822 -4.50555 -0.96414  -0.61
S: 0.59916 -6.16808 -1.52262  0.51
O: 1.79882 -6.90309 -1.97074  -0.63
C: 0.23069 -6.77470 0.15360  -0.75
H: 2.04677 -4.24376 -1.44824  0.34
H: 1.32813 -4.52564 0.10131  0.31
H: 0.29514 -3.82796 -1.20915  0.01
H: 1.13456 -6.79089 0.76481  0.37
H: -0.16234 -7.79076 0.16242  0.40
H: -0.52240 -6.12546 0.60798  0.02
C: -3.15652 -4.14383 -0.74395  -0.52
S: -3.38005 -4.75768 0.94070  0.38
O: -2.11824 -4.32656 1.65968  -0.39
C: -4.64624 -3.56082 1.45916  -0.64
H: -4.01896 -4.30662 -1.38598  0.47
H: -2.26219 -4.60493 -1.16490  0.11
H: -2.93543 -3.07447 -0.69661  0.09
H: -4.52329 -2.64757 0.88407  0.22
H: -4.39371 -3.39039 2.50537  0.09
H: -5.64247 -3.98250 1.35647  0.50
C: 1.98056 6.13416 0.67472  -0.77
S: 0.78076 5.29746 1.70629  0.30
O: 0.15938 4.19700 0.88405  -0.71
C: 1.90340 4.47808 2.84106  -0.70
H: 2.70916 6.72400 1.23035  0.45
H: 1.42066 6.80426 0.02305  0.35
H: 2.55120 5.44538 0.04940  0.01
H: 2.47656 5.21983 3.40641  0.48
H: 2.69758 3.94067 2.31834  0.05
H: 1.36700 3.86482 3.55771  0.26
C: -3.78987 -0.80624 5.77059  -0.88
S: -5.14294 -0.69949 4.59828  0.59
O: -6.37138 -1.36776 5.11946  -0.66
C: -5.51294 1.06646 4.90144  -1.08
H: -3.08098 -1.62680 5.68331  0.20
H: -4.19720 -0.79581 6.78349  0.49
H: -3.18193 0.09231 5.63844  0.22
H: -4.69390 1.73908 4.66505  0.32
H: -5.85403 1.12365 5.93713  0.39
H: -6.42656 1.26285 4.34197  0.33
C: -3.11687 3.64104 -4.64859  -1.04
S: -3.07846 2.31333 -3.40639  0.36
O: -1.95174 2.74247 -2.48112  -0.44
C: -4.61438 2.74202 -2.56577  -0.96
H: -4.16127 3.69602 -4.95574  0.44
H: -2.49228 3.46903 -5.52033  0.32
H: -2.79830 4.53767 -4.11877  0.33
H: -4.44080 2.43815 -1.53085  0.25
H: -5.45274 2.19462 -2.98380  0.40
H: -4.67970 3.82904 -2.55150  0.36
C: -0.71889 -0.98202 -5.16349  -1.16
C: 0.06042 -2.20642 -4.68733  -0.99
C: 0.92007 -1.97866 -3.43097  0.43
C: 2.08446 -1.02873 -3.66913  -0.36
C: 2.92783 -0.77085 -2.42053  0.81
C: 4.36042 -0.29571 -2.69247  -1.28
H: -1.38943 -0.59695 -4.38704  0.24
H: -1.36431 -1.32195 -5.97686  0.42
H: -0.13978 -0.12341 -5.50356  0.32
H: -0.65173 -3.02263 -4.54321  0.38
H: 0.70378 -2.57963 -5.48887  0.40
H: 1.30525 -2.99187 -3.28514  0.01
H: 0.33355 -1.64689 -2.57345  0.04
H: 2.75534 -1.30955 -4.48626  0.37
H: 1.63723 -0.09942 -4.04867  0.03
H: 2.40773 -0.06645 -1.76459  -0.65
H: 3.03212 -1.67918 -1.81728  0.22
H: 4.43298 0.78188 -2.87045  0.10
H: 4.94400 -0.39600 -1.77382  0.30
H: 4.79112 -0.86109 -3.51459  0.47

HOMO energy ... -12.32 eV
2S+1 ... 1
Total charge ... +2